# 1
ORCA calculation (the ωB97M-V functional and the def2-TZVPD basis) on C10H14Cl3F3O2 in the gas phase.

```
32
Properties=species:S:1:pos:R:3:forces:R:3:nbo_charge:R:1
C 2.18511 0.16466 1.79694 -0.64 -0.55 -0.04 -0.616
H 0.24794 -2.87930 -2.15066 0.29 0.07 -0.16 0.199
H -0.90518 -1.37893 1.88516 0.02 0.06 0.15 0.233
C 0.16686 -1.32663 1.68542 -1.42 -0.29 -1.66 -0.504
C 0.40117 -2.06211 0.33745 2.30 0.02 0.62 0.801
F 2.16347 4.79658 -0.18606 -0.51 0.33 -0.04 -0.310
F 1.18158 5.09600 -2.12223 -0.42 -0.58 1.86 -0.312
C -0.47770 -3.30066 -1.47259 0.74 -0.28 0.61 -0.259
C 0.73301 3.05539 -0.85798 -0.27 -0.52 -0.43 -0.073
C 0.10278 0.72250 3.07560 0.46 0.16 -0.49 -0.623
Cl 2.09421 2.11129 -1.61483 -0.09 0.90 0.41 -0.002
H 2.63309 -0.00902 0.82947 0.13 -0.16 -0.31 0.230
H 1.33383 2.62952 1.16327 0.35 0.06 0.03 0.246
C 0.62687 0.14472 1.72447 0.39 0.16 0.76 -0.029
C 1.01832 4.58572 -0.85270 0.30 -0.04 -0.66 0.944
H 2.54173 -0.64195 2.47729 -0.26 0.69 -0.38 0.223
H -0.38431 2.97450 1.01955 0.14 0.22 -0.15 0.259
C 0.11096 0.96913 0.48068 0.24 -0.42 1.14 -0.167
H 0.56238 0.49982 -0.39545 -0.39 0.09 -0.08 0.239
H -0.96850 0.88227 3.03484 -0.27 -0.25 0.12 0.223
H -1.41045 -3.42014 -1.97688 -0.67 0.01 -0.13 0.198
O 1.57042 -2.32829 0.03630 -2.38 0.11 -0.28 -0.617
C 0.45944 2.46866 0.54827 -0.28 -0.20 -0.61 -0.488
H 0.36733 0.03543 3.90282 -0.17 0.44 -0.39 0.220
H 2.51785 1.12444 2.15101 0.30 0.36 0.28 0.200
H -0.11820 -4.27748 -1.09912 -0.12 0.51 -0.18 0.192
O -0.69882 -2.40433 -0.36574 0.67 0.06 0.53 -0.499
F -0.00451 5.23550 -0.22454 1.18 -0.47 -0.76 -0.312
H 0.54380 1.71551 3.26743 0.03 -0.41 0.05 0.205
Cl -1.70028 0.84412 0.36662 0.37 -0.30 0.00 -0.071
H 0.68752 -1.92378 2.42597 0.16 0.10 0.14 0.239
Cl -0.64804 2.83052 -1.95612 -0.16 0.15 0.07 0.028
```
Forces are in eV/Å.

HOMO level = -10.28 eV
Kohn-Sham gap = 10.9 eV
energy relative to the best compared isomer or geometry (same formula, charge and spin) = 0.0 kcal/mol
SMILES string = COC(=O)CC(C)(C)[C@@H](Cl)CC(Cl)(Cl)C(F)(F)F

***

# 2
ORCA calculation (the ωB97M-V functional and the def2-TZVPD basis) on C10H14N2O7S3Sn as an isolated structure.

```
37
Properties=species:S:1:pos:R:3:forces:R:3:nbo_charge:R:1
C -1.69925 -3.07174 1.05118 -0.08 0.33 0.18 -0.200
C 1.91918 0.77343 1.45743 -0.32 0.32 0.34 -0.074
H 3.01954 0.09467 -2.78519 -0.02 0.05 0.10 0.178
O -2.55899 1.35519 -0.07879 -0.56 -0.48 0.34 -0.931
C 1.01094 1.98792 1.64838 0.58 -0.13 -0.09 -0.095
H -2.23626 3.91730 0.94286 0.05 0.09 0.11 0.536
C 2.20313 0.24988 -2.06394 0.15 0.01 0.25 -0.082
C -1.79979 -4.41826 1.22927 0.07 0.49 -0.10 -0.437
S -0.23184 -2.20779 1.48513 -0.01 -0.05 -0.09 -0.282
H -2.21036 1.94688 2.16134 0.06 0.21 -0.06 0.213
H 2.81274 -1.24249 -0.62938 0.08 0.08 0.00 0.201
H 2.96412 1.10602 1.49605 -0.11 -0.04 0.03 0.191
Sn -1.02988 -0.64937 -0.30843 0.32 -1.36 -0.25 1.088
H -0.97250 3.08035 2.85796 -0.08 -0.08 -0.27 0.175
O -2.41454 3.37770 -1.41235 -0.39 0.37 -0.23 -0.893
S -1.75170 2.33773 -0.72175 -0.45 1.49 -1.26 2.550
C 2.64692 -0.15963 -0.66566 0.00 -0.18 -0.59 -0.075
O -0.43532 2.00590 -1.11616 0.53 0.12 0.08 -0.885
C -1.26374 2.46315 1.99228 -0.26 0.02 1.47 0.221
C -0.70588 -5.18818 1.66820 0.51 -0.23 0.19 0.295
N 0.18567 -5.83948 1.98383 0.27 -0.17 0.17 -0.322
H 3.57735 0.35922 -0.41084 -0.06 -0.01 0.01 0.181
S -2.98190 -2.11919 0.34427 -0.12 -0.21 0.17 -0.272
C 0.57689 -0.15927 -3.69384 -0.09 0.02 -0.16 -0.253
O -1.41812 3.39707 0.86980 0.22 -0.12 -0.14 -0.702
H -0.31027 -0.76819 -3.87200 0.07 0.06 -0.03 0.201
H 1.72922 0.05663 2.26776 0.14 0.09 -0.03 0.202
H 1.92261 1.31223 -2.04497 0.13 -0.02 -0.09 0.178
O -0.34402 1.52804 1.67964 0.21 -0.19 -0.06 -0.515
H 0.30254 0.90252 -3.71867 -0.01 -0.04 -0.02 0.173
H 1.12495 2.68243 0.80950 0.09 -0.06 0.13 0.200
H 1.31707 -0.35684 -4.47982 -0.08 0.02 0.03 0.175
O 1.08109 -0.51815 -2.43046 0.26 -0.19 0.17 -0.543
N -3.91310 -5.76448 0.72863 -0.32 -0.16 -0.11 -0.316
O 1.60981 0.17841 0.22862 -0.25 0.16 0.01 -0.559
H 1.24656 2.48928 2.59572 -0.04 -0.04 -0.08 0.187
C -2.97287 -5.13892 0.93439 -0.50 -0.17 -0.13 0.294
```
Forces are in eV/Å.

HOMO level = -7.72 eV
Kohn-Sham gap = 7.1 eV
energy relative to the best compared isomer or geometry (same formula, charge and spin) = 18.6 kcal/mol

***

# 3
ORCA calculation (the ωB97M-V functional and the def2-TZVPD basis) on a 2-piece molecular cluster, C10H14N2OS overall.

```
28
Properties=species:S:1:pos:R:3:forces:R:3:nbo_charge:R:1
C 0.67934 1.51673 1.13063 0.34 -2.20 2.26 -0.218
N 0.71729 -0.39887 -0.42739 -1.32 1.39 0.19 -0.327
H 2.00695 -0.81023 1.27716 -0.05 1.18 1.14 0.180
C -2.54195 -1.51265 -1.06232 -0.24 -0.22 -1.30 -0.686
H 3.12596 -2.64476 0.09167 -0.34 0.21 -0.24 0.197
C -0.45794 3.51444 0.37724 1.34 -0.15 1.51 -0.155
H 0.75807 3.21025 2.22607 0.64 1.47 2.23 0.213
C -0.64359 1.45961 -0.96658 0.18 -1.29 0.04 0.204
C 0.58030 -2.41936 0.88139 -1.20 0.58 -1.36 -0.593
H 2.24283 -2.08258 -1.34667 -1.22 -1.27 -2.08 0.210
C -0.84421 2.83408 -0.70716 -1.78 4.06 -1.08 -0.256
S -3.67446 -1.03248 -0.01853 2.29 0.59 -0.17 1.121
H 0.32360 -2.39404 1.91422 -0.22 0.29 0.94 0.214
C 0.35673 2.79575 1.38772 -0.93 -2.01 -3.28 -0.204
H -1.51198 -1.83634 -0.93601 -0.24 0.68 0.91 0.244
H -1.74551 1.32093 -2.45011 -2.85 2.98 -2.86 0.326
H 1.09176 -3.36509 0.71833 0.07 0.04 -0.19 0.208
H -2.67079 -1.41499 -2.13252 -1.04 -0.49 -0.11 0.234
C 1.47452 -1.17407 0.44032 1.50 -4.67 -1.22 -0.088
H -1.44491 3.44728 -1.45433 0.70 -1.12 0.77 0.213
O -2.94941 -0.59566 1.20693 -0.98 -0.49 0.48 -0.925
C 2.62776 -1.81440 -0.43448 -0.72 -0.31 2.78 -0.584
N -1.23089 0.80455 -1.87241 2.52 -3.18 2.03 -0.549
H -0.61848 4.57951 0.63222 -0.33 -0.73 -0.84 0.222
H 3.35564 -1.13249 -0.69469 1.74 1.89 -0.18 0.199
H 1.16498 0.86563 1.94978 -0.45 1.51 -1.39 0.214
H -0.43141 -2.44882 0.32034 1.95 0.06 0.93 0.209
C 0.25980 0.72808 -0.05080 0.63 1.19 0.07 0.177
```
Forces are in eV/Å.

HOMO level = -8.66 eV
Kohn-Sham gap = 7.8 eV
energy relative to the best compared isomer or geometry (same formula, charge and spin) = 124.9 kcal/mol

***

# 4
ORCA calculation (the ωB97M-V functional and the def2-TZVPD basis) on C10H14N2OsP as an isolated structure.

```
28
Properties=species:S:1:pos:R:3:forces:R:3:mulliken_spin:R:1
H 0.24977 -1.82880 4.91863 -0.08 0.18 0.17 0.000
C 0.53963 -1.35303 2.42570 0.69 0.07 -0.86 0.007
Os -0.20473 0.38645 -1.44864 -1.91 2.28 3.08 2.398
C -0.24807 -1.68670 -2.87057 0.25 -0.87 0.48 -0.131
H 1.70995 1.74345 -2.80551 -0.70 -0.67 -0.35 0.031
C -0.27612 -0.82576 -3.96772 -1.43 -0.02 -0.82 0.477
H 0.63459 -2.13742 -1.01215 -0.03 0.11 0.12 0.039
N -0.28698 -1.03192 4.61911 -0.01 0.12 0.11 0.002
H -0.84112 -0.51935 5.28113 0.02 -0.17 0.13 0.000
P 0.30444 2.43096 -0.56541 -0.14 2.55 0.07 0.058
C 0.39340 -1.33148 -1.69434 0.54 -5.36 -1.20 0.500
H -0.67093 3.16638 0.14493 0.34 0.05 0.22 0.046
H -0.76695 -1.14827 -4.87209 -0.18 0.08 -0.06 0.031
C 0.17862 0.49689 -3.86525 1.20 0.56 0.27 -0.155
C 1.00727 0.87755 -2.78964 1.87 2.04 -3.27 0.554
H 0.72534 3.45225 -1.43184 0.03 0.02 0.01 0.009
H -1.63704 1.00506 3.50670 -0.12 -0.13 0.07 0.003
C -1.06267 0.38115 2.83601 -0.41 0.45 -0.28 0.018
H 1.16111 -2.19288 2.70193 0.16 0.17 0.33 0.001
C -1.13214 0.61205 1.48224 1.02 -0.45 0.71 -0.019
C 0.60308 -0.92362 1.11916 -0.59 -0.29 1.26 -0.007
H -1.73247 1.41989 1.05465 -0.04 -0.62 0.19 0.006
N -0.30464 -0.05965 0.64289 -0.43 0.37 -0.09 0.093
C -0.26400 -0.66583 3.32847 -0.45 -0.34 0.23 0.002
H -0.78153 -2.64770 -2.90196 0.56 0.18 -0.32 0.027
H 1.40298 -1.28704 0.48424 -0.45 0.02 -0.05 -0.005
H 1.39964 2.45633 0.31906 -0.21 -0.17 0.07 0.000
H -0.10041 1.21107 -4.63972 0.47 -0.18 -0.22 0.017
```
Forces are in eV/Å.

net charge = +1
spin multiplicity = 5
HOMO level (alpha / beta) = -9.78 / -12.15 eV
Kohn-Sham gap (alpha / beta) = 6.9 / 7.3 eV
energy relative to the best compared isomer or geometry (same formula, charge and spin) = 44.6 kcal/mol

***

# 5
ORCA calculation (the ωB97M-V functional and the def2-TZVPD basis) on C10H14N3NiO5 as an isolated structure.

```
33
Properties=species:S:1:pos:R:3:forces:R:3:nbo_charge:R:1
C -1.74843 -2.15753 1.31470 -0.33 -0.02 -0.58 -0.420
Ni -0.22971 0.97633 -1.91600 0.07 -1.91 1.29 0.578
C -0.17954 -1.44400 3.09907 0.49 0.12 0.17 -0.414
H 2.48127 1.34457 0.11846 -0.17 -0.11 0.21 0.194
N -0.32184 -0.51908 -0.49375 -0.44 -0.47 0.43 -0.902
C 2.27243 0.42578 0.68933 -0.24 -0.12 -0.20 -0.406
H 1.21525 1.14366 3.24547 -0.12 -0.05 -0.12 0.204
N -0.75644 -1.19082 1.75101 0.84 0.31 -0.18 -0.411
H 0.91335 2.38107 2.02680 0.12 -0.16 -0.22 0.209
O -3.11150 0.33955 -2.40679 3.86 1.75 0.27 -0.393
O -0.72575 3.54400 -0.64574 2.21 -4.58 -1.65 -0.423
C 1.28851 0.35168 -2.88019 4.40 -1.45 0.14 0.324
C 0.04829 2.08118 -3.27216 -1.71 4.62 -5.50 0.442
H -2.59148 -1.67885 0.79026 0.21 -0.07 0.31 0.211
O 2.41320 0.45824 -3.23341 -3.16 -0.68 0.41 -0.407
H -2.11491 -2.69297 2.18735 -0.15 0.11 -0.20 0.233
H -0.41302 1.36887 2.53672 0.00 -0.05 0.17 0.217
C -0.06874 -0.46810 0.80240 0.02 0.36 0.72 0.683
O -0.20981 -2.01993 -3.34554 -0.08 1.47 0.22 -0.396
H 3.04597 0.34069 1.48301 -0.58 -0.02 -0.36 0.217
C 0.65447 1.36016 2.32701 -0.15 -0.10 0.20 -0.411
N 0.91804 0.40112 1.26571 0.16 -0.18 -0.23 -0.475
H -0.36408 -0.60634 3.80789 -0.04 -0.59 -0.54 0.217
H -1.30708 -2.88802 0.62190 -0.05 0.00 0.17 0.202
C -0.29056 2.50677 -0.99969 -2.18 6.44 4.12 0.456
C 0.00665 -0.88883 -3.58383 1.05 -0.12 -2.26 0.361
H -0.27421 -0.17758 -4.45899 -0.37 -1.46 0.92 0.187
H 2.36856 -0.41650 -0.00317 0.09 0.12 0.20 0.220
C -2.02282 0.73394 -2.33131 -5.05 -2.49 -0.38 0.490
O -0.18241 2.58270 -4.29355 1.15 -1.58 2.47 -0.411
H -0.62863 -2.37319 3.51255 0.36 0.76 -0.34 0.226
H -1.00805 -1.23652 -0.74836 0.54 0.10 0.34 0.378
H 0.92304 -1.58205 3.03283 -0.74 0.05 0.00 0.219
```
Forces are in eV/Å.

net charge = +1
spin multiplicity = 3
HOMO level (alpha / beta) = -11.19 / -12.43 eV
Kohn-Sham gap (alpha / beta) = 6.9 / 7.1 eV
energy relative to the best compared isomer or geometry (same formula, charge and spin) = 23.9 kcal/mol

***

# 6
ORCA calculation (the ωB97M-V functional and the def2-TZVPD basis) on an isolated ion of composition C10H14N3O2 and charge +1.

```
29
Properties=species:S:1:pos:R:3:forces:R:3:nbo_charge:R:1
H -1.78128 0.17243 -1.14267 1.03 -0.29 -0.20 0.230
H 0.38906 1.47913 -2.18029 2.02 -0.36 -1.99 0.252
H 1.19535 3.09582 -0.45070 0.17 0.59 -0.61 0.273
H -1.32745 -0.55303 0.86911 -0.94 -2.03 0.59 0.446
H 2.84285 -4.99111 -0.17664 1.40 -0.91 0.62 0.254
C 1.47492 1.22804 0.51376 -3.70 -0.58 -0.97 0.629
N 0.84132 -2.18594 0.07458 1.91 -0.57 1.51 -0.500
H 1.93238 -4.32810 -1.50861 0.38 0.34 0.85 0.244
C -1.31510 1.37587 1.20170 -0.78 3.02 -3.41 -0.222
C 1.15080 -1.33532 1.02293 0.77 -1.46 -1.03 0.480
H -0.22756 -0.62651 -1.47642 0.54 -0.77 0.90 0.290
C -0.67956 0.16592 -0.91430 -2.94 2.73 -0.42 -0.231
O 2.62244 1.15565 0.56887 3.52 0.22 0.20 -0.434
H -2.29351 1.58055 0.64411 1.14 -0.47 1.20 0.246
H -0.99121 3.57090 0.68353 0.56 -1.77 0.17 0.259
C 0.59225 0.04960 1.17271 1.86 -0.68 -0.84 -0.237
C 1.94387 -4.52102 -0.40463 -2.35 0.66 -2.23 -0.669
H 0.55120 0.26671 2.19519 -0.18 0.39 1.72 0.258
O 2.13935 -1.78811 1.85043 -1.51 2.30 -0.03 -0.252
H -0.97097 2.27303 -1.66610 0.75 -1.29 0.71 0.233
H 0.21906 2.99883 1.74768 0.10 -0.48 0.81 0.246
C 1.78857 -3.25819 0.36380 -1.13 0.96 0.37 0.324
C -0.37199 2.62281 0.92969 -2.35 1.71 -0.39 -0.431
H 1.07590 -5.21599 -0.38062 0.52 0.44 0.81 0.252
C 0.54479 2.28732 -0.19972 1.98 -2.13 1.68 -0.325
C -0.13881 1.55236 -1.30882 -3.15 1.82 0.00 -0.435
N 2.50706 -3.00205 1.42402 -0.08 -1.19 -1.35 -0.095
H -1.40763 1.17665 2.21205 -0.65 -0.34 1.96 0.236
N -0.72887 0.16490 0.58944 1.13 0.16 -0.62 -0.324
```
Forces are in eV/Å.

net charge = +1
HOMO level = -13.47 eV
Kohn-Sham gap = 10.4 eV
energy relative to the best compared isomer or geometry (same formula, charge and spin) = 36.2 kcal/mol
SMILES string = Cc1noc([C@H]2C(=O)[C@H]3CC[N@@H+]2CC3)n1

***

Number 1: energy -2220.12849 Eh. Number 2: energy -2434.41084 Eh. Number 3: energy -972.20612 Eh. Number 4: energy -930.49839 Eh. Number 5: energy -2437.82363 Eh. Number 6: energy -703.86856 Eh.